Run A
Density functional theory data (ωB97M-V/def2-TZVPD) for 16 unconnected molecules or ions with the total composition C48H112N16O16.

Summary:
frontier orbital gap: 9.0 eV
HOMO: -8.908 eV
multiplicity: 1
LUMO energy: 0.1 eV
charge: 0

Each line ends with the Mulliken charge.
Geometry (Å):
C: 24.42 5.55 16.03  0.16
O: 24.68 5.64 17.22  -0.69
N: 24.89 6.34 15.01  0.45
C: 24.90 5.91 13.61  -0.89
C: 25.73 7.49 15.27  -1.10
H: 23.71 4.81 15.62  0.26
H: 24.12 5.17 13.44  -0.01
H: 25.82 5.40 13.34  0.46
H: 24.73 6.71 12.89  0.36
H: 25.58 7.84 16.29  0.26
H: 26.76 7.15 15.25  0.41
H: 25.49 8.33 14.62  0.29
C: 18.24 1.96 23.94  0.10
O: 18.26 1.20 24.91  -0.61
N: 17.23 2.86 23.79  0.13
C: 17.33 3.79 22.68  -0.37
C: 16.21 3.17 24.81  -0.87
H: 19.07 1.99 23.21  0.41
H: 16.42 4.34 22.45  -0.17
H: 17.74 3.25 21.82  0.47
H: 17.98 4.64 22.88  -0.02
H: 15.88 2.28 25.34  0.36
H: 16.44 4.04 25.43  0.32
H: 15.28 3.43 24.30  0.25
C: 16.75 7.76 25.57  0.10
O: 16.03 7.26 26.43  -0.64
N: 16.39 7.74 24.25  0.40
C: 17.18 8.38 23.27  -1.19
C: 15.13 7.34 23.70  -1.10
H: 17.75 8.16 25.81  0.39
H: 17.70 7.59 22.72  0.28
H: 18.07 8.95 23.55  0.30
H: 16.62 8.93 22.50  0.36
H: 14.51 6.71 24.33  0.33
H: 14.56 8.23 23.43  0.42
H: 15.15 6.77 22.77  0.28
C: 16.59 5.98 9.67  0.19
O: 15.54 6.26 9.07  -0.70
N: 17.30 4.93 9.27  0.25
C: 18.51 4.55 9.97  -0.70
C: 16.81 3.94 8.28  -1.03
H: 17.12 6.34 10.57  0.35
H: 19.37 4.96 9.44  0.37
H: 18.70 3.49 10.11  0.36
H: 18.52 4.99 10.97  -0.16
H: 17.53 3.46 7.62  0.34
H: 16.26 3.21 8.87  0.37
H: 16.01 4.30 7.64  0.33
C: 19.33 6.63 13.02  -0.02
O: 18.14 6.80 12.76  -0.66
N: 20.27 7.61 13.03  0.47
C: 21.63 7.34 13.29  -0.71
C: 19.99 9.00 12.53  -1.05
H: 19.72 5.65 13.35  0.54
H: 22.19 7.06 12.39  0.32
H: 21.78 6.53 13.99  0.06
H: 21.99 8.26 13.75  0.15
H: 20.73 9.16 11.74  0.42
H: 18.98 9.12 12.14  0.28
H: 20.06 9.70 13.36  0.21
C: 13.31 5.84 20.28  0.20
O: 12.67 5.90 21.38  -0.68
N: 13.98 4.82 19.84  0.35
C: 14.61 4.87 18.54  -0.42
C: 14.06 3.56 20.54  -0.98
H: 13.56 6.76 19.74  0.28
H: 15.60 4.47 18.76  0.19
H: 14.79 5.83 18.05  -0.21
H: 14.10 4.22 17.82  0.32
H: 13.64 2.87 19.81  0.38
H: 15.11 3.26 20.64  0.29
H: 13.52 3.51 21.49  0.26
C: 16.79 1.17 14.58  0.17
O: 17.66 1.35 15.46  -0.64
N: 15.44 1.32 14.77  0.26
C: 14.85 1.60 16.06  -0.89
C: 14.57 1.08 13.67  -0.84
H: 16.99 0.90 13.54  0.24
H: 14.34 0.72 16.44  0.36
H: 14.32 2.54 15.92  0.25
H: 15.63 1.81 16.79  0.22
H: 14.22 2.00 13.20  0.14
H: 15.04 0.48 12.89  0.38
H: 13.66 0.62 14.08  0.35
C: 22.86 8.68 17.57  -0.05
O: 21.90 7.97 17.57  -0.47
N: 22.94 9.81 16.81  0.25
C: 24.08 10.65 16.93  -1.00
C: 21.94 10.14 15.78  -1.11
H: 23.85 8.56 18.03  0.34
H: 24.77 10.47 16.11  0.32
H: 24.64 10.50 17.85  0.35
H: 23.76 11.69 16.84  0.35
H: 21.50 11.11 16.00  0.41
H: 22.49 10.31 14.85  0.45
H: 21.12 9.43 15.68  0.22
C: 15.05 5.91 14.34  0.20
O: 15.05 5.88 15.58  -0.43
N: 14.02 5.46 13.62  0.29
C: 12.79 4.89 14.13  -1.09
C: 14.10 5.32 12.13  -1.29
H: 15.80 6.42 13.72  0.25
H: 12.59 5.26 15.14  0.29
H: 12.73 3.81 14.15  0.29
H: 11.93 5.27 13.59  0.45
H: 14.82 4.52 11.94  0.35
H: 13.13 5.12 11.65  0.35
H: 14.53 6.24 11.74  0.46
C: 22.20 3.43 11.41  0.07
O: 21.81 4.29 10.61  -0.67
N: 23.53 3.12 11.49  0.26
C: 23.87 2.09 12.55  -0.74
C: 24.55 3.60 10.62  -0.91
H: 21.53 2.95 12.15  0.43
H: 24.85 2.31 12.98  0.34
H: 23.78 1.12 12.07  0.40
H: 23.15 2.08 13.37  -0.01
H: 25.01 2.74 10.15  0.38
H: 24.12 4.15 9.78  0.30
H: 25.26 4.28 11.10  0.21
C: 23.23 3.00 19.72  0.18
O: 23.00 1.82 19.94  -0.61
N: 22.54 4.05 20.30  0.26
C: 22.87 5.49 20.11  -0.38
C: 21.51 3.93 21.28  -1.00
H: 23.93 3.39 18.95  0.32
H: 23.71 5.58 19.42  0.15
H: 23.19 5.90 21.07  0.40
H: 22.01 6.08 19.82  -0.15
H: 21.95 3.86 22.27  0.32
H: 20.88 4.81 21.20  0.23
H: 21.02 2.99 21.03  0.34
C: 22.83 0.11 16.64  0.09
O: 23.70 0.12 15.74  -0.64
N: 21.56 0.34 16.47  0.13
C: 20.76 0.62 17.61  -0.96
C: 21.05 0.69 15.16  -0.20
H: 23.03 -0.02 17.72  0.33
H: 19.74 0.26 17.54  0.35
H: 20.79 1.68 17.87  0.23
H: 21.09 0.22 18.57  0.42
H: 21.34 -0.10 14.46  0.30
H: 19.97 0.77 15.31  0.15
H: 21.55 1.58 14.79  -0.20
C: 14.52 11.04 15.47  0.09
O: 14.20 10.69 14.32  -0.61
N: 15.21 10.31 16.36  0.29
C: 15.48 10.83 17.69  -0.91
C: 15.80 8.99 16.15  -0.67
H: 14.17 11.95 15.98  0.26
H: 16.51 10.72 18.02  0.30
H: 14.98 10.08 18.31  0.31
H: 15.13 11.82 17.98  0.29
H: 15.55 8.20 16.85  0.05
H: 15.59 8.69 15.12  0.24
H: 16.86 9.12 16.39  0.34
C: 20.34 6.75 24.61  0.04
O: 19.78 6.34 23.65  -0.16
N: 20.35 6.09 25.78  0.33
C: 21.15 6.62 26.90  -1.04
C: 19.68 4.87 26.01  -0.74
H: 21.04 7.59 24.52  -0.05
H: 21.79 7.49 26.77  0.32
H: 21.83 5.79 27.09  0.37
H: 20.49 6.78 27.74  0.31
H: 19.13 4.55 25.13  -0.17
H: 20.41 4.08 26.20  0.42
H: 19.00 4.88 26.86  0.38
C: 20.28 10.48 22.40  -0.03
O: 19.32 10.93 21.84  -0.55
N: 20.89 9.30 21.93  0.56
C: 22.17 9.00 22.44  -1.26
C: 20.54 8.59 20.75  -1.08
H: 20.91 10.90 23.20  0.35
H: 22.38 7.93 22.35  0.27
H: 22.30 9.28 23.48  0.48
H: 22.90 9.45 21.77  0.34
H: 20.96 9.06 19.86  0.48
H: 20.77 7.53 20.70  0.05
H: 19.45 8.60 20.67  0.33
C: 20.58 5.11 16.58  0.19
O: 21.06 4.60 15.53  -0.71
N: 19.31 5.08 16.91  0.60
C: 18.25 4.42 16.04  -1.01
C: 18.80 5.59 18.21  -0.05
H: 21.21 5.50 17.40  0.27
H: 18.58 3.85 15.17  0.05
H: 17.64 5.25 15.68  0.35
H: 17.73 3.66 16.62  0.31
H: 18.19 6.48 18.07  0.22
H: 18.32 4.80 18.78  0.20
H: 19.59 5.88 18.91  -0.51

---

Run B
Density functional theory data (ωB97M-V/def2-TZVPD) for 16 unconnected molecules or ions with the total composition C48H112N16O16.

Summary:
frontier orbital gap: 8.1 eV
HOMO: -8.196 eV
multiplicity: 1
LUMO energy: -0.1 eV
charge: 0

Each line ends with the Mulliken charge.
Geometry (Å):
C: -4.54 3.31 5.79  -1.12
C: -4.04 1.85 5.52  0.89
O: -3.74 1.12 6.46  -0.66
N: -4.06 1.45 4.26  0.09
C: -3.52 0.20 3.66  -0.33
H: -3.76 3.94 6.22  0.24
H: -5.26 3.35 6.61  0.36
H: -4.91 3.75 4.87  0.27
H: -4.52 2.07 3.60  0.18
H: -3.39 -0.57 4.41  0.58
H: -2.55 0.28 3.18  -0.04
H: -4.09 -0.40 2.95  -0.43
C: 2.73 -6.36 0.56  -1.22
C: 2.50 -6.04 -0.87  0.76
O: 3.11 -6.62 -1.76  -0.73
N: 1.87 -4.94 -1.33  0.41
C: 1.17 -4.04 -0.49  -0.35
H: 1.86 -6.81 1.04  0.23
H: 3.01 -5.56 1.24  0.27
H: 3.51 -7.12 0.59  0.38
H: 1.99 -4.81 -2.33  0.20
H: 0.24 -4.44 -0.10  -0.21
H: 1.07 -3.07 -0.98  -0.01
H: 1.76 -3.87 0.42  0.26
C: 4.06 -0.53 -0.94  0.00
C: 4.97 -1.42 -1.75  0.38
O: 4.53 -1.73 -2.88  -0.67
N: 6.16 -1.68 -1.27  -0.11
C: 7.19 -2.51 -1.84  -0.98
H: 3.60 0.28 -1.50  -0.16
H: 4.78 -0.03 -0.29  0.47
H: 3.37 -1.06 -0.27  -0.07
H: 6.46 -1.39 -0.36  0.24
H: 8.18 -2.15 -1.56  0.35
H: 7.10 -2.43 -2.92  0.29
H: 7.14 -3.58 -1.65  0.30
C: -6.90 2.50 -2.87  -1.21
C: -5.88 1.42 -2.55  0.54
O: -5.98 0.88 -1.46  -0.54
N: -4.88 1.09 -3.42  0.13
C: -4.04 -0.08 -3.36  -0.67
H: -7.94 2.39 -2.58  0.38
H: -6.76 2.73 -3.93  0.32
H: -6.57 3.37 -2.30  0.24
H: -4.58 1.77 -4.11  0.31
H: -3.22 0.19 -2.69  0.04
H: -3.87 -0.41 -4.39  0.32
H: -4.61 -0.88 -2.89  0.33
C: 2.47 3.58 7.25  -1.00
C: 1.49 4.09 6.21  0.79
O: 1.61 5.21 5.81  -0.63
N: 0.45 3.31 5.86  0.07
C: -0.62 3.72 4.91  -0.79
H: 2.40 2.58 7.67  0.17
H: 2.24 4.17 8.14  0.29
H: 3.49 3.76 6.92  0.31
H: 0.26 2.45 6.35  0.12
H: -0.32 4.39 4.10  0.47
H: -1.48 4.19 5.38  0.21
H: -1.05 2.85 4.41  -0.03
C: -3.19 5.76 1.16  -1.53
C: -2.70 4.34 1.27  0.53
O: -1.59 4.08 1.73  -0.54
N: -3.55 3.46 0.75  0.19
C: -3.35 2.02 0.76  1.46
H: -3.76 6.00 0.26  0.40
H: -2.46 6.57 1.10  0.37
H: -3.67 5.99 2.11  0.40
H: -4.52 3.66 0.92  0.36
H: -4.30 1.51 0.89  0.63
H: -2.65 1.76 1.55  -0.84
H: -2.79 1.83 -0.16  -1.23
C: -0.80 -3.56 4.25  -0.27
C: -0.60 -4.63 3.25  0.63
O: 0.47 -5.24 3.21  -0.68
N: -1.61 -5.03 2.43  -0.05
C: -1.53 -5.96 1.34  -1.03
H: -1.72 -2.97 4.21  0.06
H: 0.02 -2.84 4.22  -0.08
H: -0.76 -4.15 5.17  0.35
H: -2.54 -4.63 2.42  0.19
H: -1.93 -5.83 0.33  0.40
H: -2.11 -6.85 1.59  0.40
H: -0.54 -6.35 1.12  0.16
C: 0.51 0.28 2.39  -0.12
C: 0.38 -0.06 0.87  0.16
O: 0.85 -1.11 0.49  -0.42
N: -0.15 0.86 0.17  0.63
C: -0.31 0.80 -1.29  -1.21
H: 1.58 0.39 2.58  0.12
H: -0.16 -0.34 2.98  -0.10
H: 0.05 1.25 2.59  -0.05
H: -0.28 1.74 0.64  0.08
H: -0.18 -0.21 -1.70  -0.15
H: 0.64 1.16 -1.68  0.94
H: -1.14 1.28 -1.81  -0.37
C: 3.07 -0.34 6.78  -1.27
C: 1.74 -0.38 6.07  0.76
O: 1.59 -0.97 5.00  -0.37
N: 0.67 0.10 6.78  -0.12
C: -0.64 0.10 6.20  -0.96
H: 2.90 -0.51 7.85  0.46
H: 3.38 0.70 6.63  0.24
H: 3.88 -0.95 6.39  0.10
H: 0.79 0.28 7.77  0.26
H: -1.32 0.55 6.92  0.62
H: -0.90 -0.93 5.97  0.46
H: -0.73 0.63 5.25  -0.18
C: -2.71 -2.04 -0.40  0.45
C: -3.77 -2.03 0.66  0.08
O: -3.52 -2.68 1.73  -0.79
N: -4.89 -1.38 0.39  0.05
C: -6.02 -1.21 1.32  -1.16
H: -3.14 -2.60 -1.24  0.59
H: -1.74 -2.36 -0.02  0.12
H: -2.66 -1.09 -0.92  -0.50
H: -5.12 -1.14 -0.57  0.18
H: -6.89 -1.68 0.86  0.42
H: -6.15 -0.17 1.62  0.20
H: -5.84 -1.90 2.15  0.39
C: 4.91 -0.43 -6.21  -1.11
C: 3.91 0.64 -5.71  0.81
O: 3.31 1.29 -6.55  -0.67
N: 3.69 0.73 -4.42  0.20
C: 2.58 1.57 -3.91  -0.81
H: 5.63 0.14 -6.81  0.39
H: 4.36 -1.11 -6.85  0.28
H: 5.40 -1.03 -5.45  0.19
H: 4.17 0.18 -3.72  0.01
H: 2.04 2.03 -4.74  0.44
H: 3.06 2.31 -3.27  0.52
H: 1.77 1.04 -3.41  -0.17
C: -1.87 4.19 -6.25  -1.24
C: -2.62 3.69 -5.00  0.61
O: -3.61 3.01 -5.14  -0.75
N: -2.14 3.97 -3.81  0.26
C: -2.71 3.66 -2.53  0.23
H: -0.83 4.38 -5.97  0.30
H: -2.21 5.19 -6.48  0.38
H: -1.88 3.45 -7.06  0.34
H: -1.19 4.31 -3.71  -0.10
H: -3.80 3.76 -2.54  0.41
H: -2.25 4.13 -1.66  -0.19
H: -2.58 2.59 -2.39  -0.54
C: -1.56 -3.47 -3.47  0.28
C: -0.84 -4.85 -3.47  0.32
O: -1.35 -5.72 -2.71  -0.72
N: 0.06 -5.14 -4.39  -0.14
C: 0.67 -6.48 -4.57  -0.93
H: -2.64 -3.54 -3.63  0.46
H: -1.29 -3.04 -4.44  0.15
H: -1.29 -2.81 -2.65  -0.66
H: -0.03 -4.55 -5.20  0.39
H: 1.45 -6.33 -5.33  0.36
H: 0.03 -7.26 -4.96  0.30
H: 1.21 -6.77 -3.67  0.28
C: -0.85 0.80 -5.88  -0.69
C: -0.18 -0.34 -5.09  0.08
O: -0.75 -0.61 -4.00  -0.04
N: 0.95 -0.94 -5.52  0.00
C: 1.66 -2.01 -4.80  -0.62
H: -1.60 1.33 -5.30  -0.28
H: -1.39 0.16 -6.58  0.37
H: -0.22 1.54 -6.38  0.44
H: 1.45 -0.33 -6.15  0.25
H: 1.30 -2.03 -3.77  -0.06
H: 2.75 -1.98 -4.87  0.31
H: 1.18 -2.88 -5.24  0.28
C: 4.13 -0.95 2.61  -0.21
C: 5.30 -1.89 2.79  0.53
O: 6.10 -2.03 1.86  -0.70
N: 5.37 -2.48 3.99  -0.02
C: 6.33 -3.45 4.46  -1.08
H: 3.21 -1.40 2.25  0.02
H: 4.35 -0.07 2.00  0.34
H: 3.83 -0.59 3.59  0.02
H: 4.70 -2.24 4.71  0.06
H: 6.93 -3.29 5.35  0.32
H: 7.08 -3.62 3.68  0.35
H: 5.90 -4.45 4.44  0.36
C: 0.62 4.38 -1.11  -0.12
C: 1.28 5.19 -2.25  0.21
O: 1.14 4.81 -3.49  -0.60
N: 1.98 6.32 -1.89  -0.17
C: 2.61 7.19 -2.84  -0.86
H: -0.33 4.88 -0.92  0.27
H: 1.15 4.55 -0.17  0.63
H: 0.56 3.30 -1.25  -0.46
H: 2.14 6.51 -0.91  0.28
H: 3.21 6.50 -3.42  0.27
H: 3.24 7.97 -2.41  0.34
H: 1.97 7.79 -3.49  0.26

---

Result of the stability comparison: run B is the most stable of them.